# 1
The following is a quantum chemistry calculation of one molecule with the formula C28H40ClN3O3 in a non-equilibrium geometry, from the OMol25 dataset.

```
75
Properties=species:S:1:pos:R:3:lowdin_charge:R:1
C -3.79 -7.50 2.80 -0.1187
C -3.29 -6.21 2.16 -0.2770
C -1.78 -6.05 2.32 -0.2334
C -1.22 -4.83 1.59 -0.2228
C -1.71 -3.51 2.16 -0.2150
C -0.94 -2.30 1.64 -0.1873
C -1.16 -2.06 0.15 -0.1651
N -0.46 -0.88 -0.31 0.0842
C -1.10 0.25 -0.67 -0.4634
O -2.31 0.34 -0.71 0.0730
C -0.19 1.45 -1.03 -0.3532
C 0.03 2.29 0.24 -0.0638
C 0.31 1.50 1.51 -0.2666
C 0.70 2.39 2.70 -0.0435
C 2.09 1.86 3.00 -0.2313
C 2.96 2.37 4.04 -0.1690
C 4.23 1.81 4.22 -0.0133
C 5.07 2.28 5.21 -0.0943
C 4.65 3.32 6.03 -0.6749
Cl 5.70 3.91 7.26 0.6787
C 3.39 3.89 5.86 -0.1000
C 2.56 3.41 4.87 -0.0217
N 2.43 0.91 2.22 0.1324
O 1.44 0.61 1.34 -0.1122
C -0.95 2.30 -2.06 -0.1000
C -1.11 1.56 -3.40 -0.1246
N 0.18 1.16 -3.91 -0.0333
C 0.77 1.58 -5.06 -0.4104
O 1.91 1.27 -5.34 0.0671
C -0.09 2.40 -6.00 -0.4150
C -1.10 1.58 -6.76 -0.0140
C -0.38 3.83 -5.64 -0.0891
C 0.61 3.51 -6.72 -0.0726
C 0.92 0.32 -2.99 -0.1132
C 1.15 1.06 -1.67 -0.0957
H -3.56 -7.50 3.87 0.0709
H -4.87 -7.59 2.68 0.0666
H -3.32 -8.36 2.35 0.0698
H -3.54 -6.22 1.09 0.1109
H -3.80 -5.36 2.61 0.1011
H -1.29 -6.95 1.94 0.1106
H -1.54 -5.98 3.39 0.1129
H -0.13 -4.86 1.66 0.1138
H -1.48 -4.90 0.53 0.1066
H -1.61 -3.54 3.25 0.1158
H -2.77 -3.38 1.93 0.1106
H -1.28 -1.41 2.18 0.1087
H 0.12 -2.42 1.84 0.1159
H -2.22 -1.90 -0.07 0.1266
H -0.80 -2.92 -0.43 0.1205
H 0.53 -0.85 -0.13 0.1250
H -0.88 2.88 0.43 0.1379
H 0.85 2.98 0.06 0.1363
H -0.55 0.86 1.75 0.1391
H 0.04 2.26 3.56 0.1281
H 0.73 3.45 2.43 0.1250
H 4.53 1.01 3.57 0.1136
H 6.05 1.85 5.34 0.1065
H 3.08 4.69 6.51 0.1057
H 1.58 3.86 4.76 0.1102
H -1.95 2.53 -1.68 0.1227
H -0.41 3.24 -2.23 0.1260
H -1.61 2.21 -4.11 0.1148
H -1.72 0.67 -3.23 0.1339
H -0.59 0.85 -7.39 0.0922
H -1.77 1.03 -6.08 0.0751
H -1.71 2.22 -7.39 0.0863
H 0.00 4.22 -4.71 0.1022
H -1.34 4.24 -5.93 0.1056
H 1.66 3.66 -6.51 0.1061
H 0.34 3.70 -7.75 0.1053
H 1.88 0.09 -3.47 0.1247
H 0.37 -0.61 -2.82 0.1295
H 1.76 0.45 -1.00 0.1095
H 1.70 1.97 -1.88 0.1364
```

## Properties
E_LUMO, eV: 0.227
SMILES: CCCCCCCNC(=O)C1(C[C@@H]2CC(c3ccc(Cl)cc3)=NO2)CCN(C(=O)C2(C)CC2)CC1
HOMO energy, eV: -8.732

---

# 2
The following is a quantum chemistry calculation of an isolated ion of composition C4H6N3 and charge +1 in a non-equilibrium geometry, from the OMol25 dataset.

```
13
Properties=species:S:1:pos:R:3:lowdin_charge:R:1
C 0.99 1.04 0.08 -0.0683
C -0.28 1.42 0.22 0.0650
N -1.82 0.65 -0.20 0.2170
N -1.80 -0.53 -0.08 0.0661
C -0.59 -1.44 0.34 -0.0295
N 0.60 -1.24 0.11 0.0954
C 1.45 -0.28 -0.47 -0.1729
H 1.58 1.82 0.47 0.1137
H -0.59 2.45 0.56 0.1197
H -2.68 -0.94 -0.16 0.1486
H -0.82 -2.29 0.92 0.1294
H 1.52 -0.01 -1.58 0.1757
H 2.45 -0.66 -0.19 0.1399
```

## Properties
E_LUMO, eV: -5.925
Total charge: +1
SMILES: C1=CN=[NH+]C=NC1
HOMO energy, eV: -14.597

---

# 3
The following is a quantum chemistry calculation of one molecule with the formula C4H10O2 in a non-equilibrium geometry, from the OMol25 dataset.

```
16
Properties=species:S:1:pos:R:3:lowdin_charge:R:1
C 2.18 0.00 -0.08 -0.1617
O 1.46 -0.72 -1.05 -0.2017
C -0.16 -0.63 -1.06 -0.0227
C -0.73 -0.14 0.26 -0.4590
C -1.68 1.05 0.35 -0.0346
O -1.17 -1.13 1.17 -0.0194
H 2.82 -0.62 0.56 0.0917
H 2.73 0.87 -0.46 0.0886
H 1.46 0.45 0.66 0.0610
H -0.37 -1.67 -1.30 0.1176
H -0.39 0.05 -1.89 0.1176
H 0.22 0.32 0.63 0.0792
H -1.57 1.45 1.37 0.0852
H -2.74 0.82 0.20 0.0807
H -1.38 1.83 -0.35 0.0828
H -0.68 -1.94 1.00 0.0947
```

## Properties
E_LUMO, eV: 0.839
SMILES: COC[C@@H](C)O
HOMO energy, eV: -9.695

---

# 4
The following is a quantum chemistry calculation of one molecule with the formula C7H14, from the OMol25 dataset.

```
21
Properties=species:S:1:pos:R:3:lowdin_charge:R:1
C -1.41 1.30 0.48 -0.0721
C -1.28 -0.25 0.52 -0.3927
C -2.37 -0.90 -0.34 -0.1040
C 0.12 -0.84 0.12 -0.1234
C 1.28 0.15 0.12 -0.3099
C 2.76 -0.08 0.27 -0.1260
C 2.20 0.42 -1.03 -0.1239
H -0.45 1.80 0.43 0.0463
H -1.98 1.64 -0.39 0.0752
H -1.90 1.68 1.38 0.0768
H -1.47 -0.55 1.56 0.1213
H -3.38 -0.70 0.02 0.0766
H -2.31 -0.51 -1.37 0.0796
H -2.24 -1.98 -0.39 0.0738
H 0.33 -1.67 0.82 0.1129
H 0.03 -1.31 -0.87 0.1070
H 1.02 1.07 0.64 0.0967
H 3.27 0.63 0.91 0.0951
H 3.18 -1.08 0.30 0.0971
H 2.22 -0.28 -1.86 0.0991
H 2.37 1.45 -1.33 0.0943
```

## Properties
E_LUMO, eV: 1.191
SMILES: CC(C)CC1CC1
HOMO energy, eV: -10.013

---

# 5
The following is a quantum chemistry calculation of C24H29GeN3ORe as an isolated structure in a non-equilibrium geometry, from the OMol25 dataset.

```
59
Properties=species:S:1:pos:R:3:lowdin_spin:R:1
Re 10.44 10.75 6.83 2.0785
C 14.28 10.97 4.93 -0.0123
C 12.97 10.62 5.20 0.0809
N 12.17 11.31 6.06 0.0102
C 12.66 12.56 6.49 0.0112
C 14.02 12.97 6.27 -0.0018
C 14.86 12.12 5.53 0.0932
C 14.36 14.25 6.73 0.0624
C 13.48 14.96 7.53 -0.0123
C 12.18 14.55 7.84 0.0618
C 11.79 13.33 7.30 -0.0110
N 10.57 12.70 7.33 0.0550
C 9.30 13.20 7.69 -0.0027
C 8.90 14.36 8.35 0.0388
C 7.61 14.84 8.21 -0.0033
C 6.68 14.18 7.43 0.0439
C 7.07 12.99 6.71 -0.0014
C 6.27 12.31 5.72 0.0445
C 6.81 11.32 4.88 0.0007
C 8.15 11.06 4.97 0.0710
N 8.87 11.66 5.97 0.0595
C 8.34 12.52 6.90 -0.0004
H 14.75 10.48 4.06 -0.0017
H 12.61 9.75 4.71 0.0066
H 15.86 12.46 5.21 0.0037
H 15.38 14.65 6.52 0.0022
H 13.94 15.90 7.91 -0.0016
H 11.49 15.15 8.42 0.0041
H 9.65 14.94 8.82 0.0027
H 7.36 15.80 8.74 -0.0008
H 5.76 14.69 7.19 0.0020
H 5.20 12.62 5.63 0.0014
H 6.24 10.72 4.19 -0.0002
H 8.66 10.44 4.25 0.0085
C 4.77 10.66 9.13 0.0001
C 5.88 9.77 8.59 0.0002
O 7.21 10.29 8.85 0.0007
H 3.77 10.24 9.21 0.0000
H 4.68 11.51 8.47 0.0001
H 5.07 10.99 10.10 0.0000
H 5.70 9.59 7.51 0.0001
H 5.78 8.87 9.23 0.0000
H 7.08 11.18 9.18 -0.0001
C 9.88 7.08 9.11 0.0100
Ge 10.55 8.24 7.61 0.0518
C 9.28 8.04 6.03 0.0278
C 12.26 7.43 7.11 0.0193
C 10.71 10.04 8.64 0.1404
H 8.83 6.87 8.80 0.0011
H 10.03 7.62 10.06 0.0002
H 10.45 6.14 9.04 0.0004
H 9.25 6.96 5.76 0.0053
H 9.57 8.43 5.04 0.0092
H 8.29 8.35 6.37 0.0009
H 12.23 6.33 6.99 0.0021
H 12.94 7.58 7.92 0.0007
H 12.64 7.91 6.14 -0.0002
H 11.68 10.22 9.08 0.0281
H 9.85 10.19 9.31 0.0085
```

## Properties
E_LUMO (alpha / beta), eV: -7.159 / -7.721
Total charge: +2
Spin multiplicity: 4
HOMO energy (alpha / beta), eV: -13.108 / -13.827

---

# 6
The following is a quantum chemistry calculation of one molecule with the formula C12H13Br in a non-equilibrium geometry, from the OMol25 dataset.

```
26
Properties=species:S:1:pos:R:3:lowdin_charge:R:1
C -2.82 -1.45 1.35 -0.0555
C -1.96 -1.34 0.13 -0.4384
C -1.14 -2.42 -0.41 -0.0545
C 0.18 -2.30 -0.66 -0.0657
C 1.03 -1.22 -0.22 -0.0607
C 0.83 -0.09 0.54 -0.1159
C 0.29 1.15 0.98 -0.0652
C 0.90 2.33 0.71 -0.0358
C 2.09 2.39 -0.27 -0.1894
C 2.29 1.14 -1.13 -0.1573
C 2.13 -0.15 -0.20 -0.1659
C -2.04 -0.44 -0.78 -0.3819
Br -3.61 0.89 -0.83 0.5410
H -2.23 -1.86 2.21 0.0936
H -3.70 -2.19 1.31 0.1120
H -3.02 -0.34 1.39 0.0421
H -1.66 -3.32 -0.68 0.1174
H 0.88 -3.02 -1.12 0.1098
H -0.53 1.06 1.68 0.0991
H 0.80 3.26 1.16 0.0780
H 1.82 3.21 -0.94 0.1037
H 3.03 2.66 0.28 0.1256
H 1.47 1.06 -2.00 0.1528
H 3.25 1.14 -1.59 0.0754
H 3.04 -0.27 0.39 0.1139
H -1.33 0.08 -1.29 0.0219
```

## Properties
E_LUMO, eV: -0.179
SMILES: CC(/C=C\C1=C2C=CCC[C@@H]21)=C\Br
HOMO energy, eV: -7.802

---

Record-wise energy relative to the best compared isomer or geometry (same formula, charge and spin) values, in kcal/mol: 4.28; 119.90; 61.14; 33.05; 76.36; 79.98